No. 1
Here is 2 unconnected molecules or ions with the total composition C4H12NOS from the Open Molecules 2025 dataset. Energies are from the ωB97M-V functional and the def2-TZVPD basis.

Atoms and positions in Å:
C: 1.1926 -1.1474 0.5598
N: 0.8597 0.2652 0.5377
C: -0.0846 0.6606 -0.4945
C: -0.6050 2.0616 -0.3146
S: -1.7824 2.5590 -1.6077
C: 1.5063 -1.6192 1.9717
H: 0.3507 -1.7441 0.1700
H: 2.0378 -1.3476 -0.1038
H: 0.6043 0.5704 1.4658
H: -0.9516 -0.0123 -0.5266
H: 0.4120 0.5897 -1.4650
H: 0.2471 2.7524 -0.2765
H: -1.0620 2.1555 0.6777
H: 0.6333 -1.4566 2.5996
H: 1.7034 -2.6908 2.0002
H: 2.3661 -1.0795 2.3850
H: -2.5762 0.5557 -2.2521
H: -1.9968 -0.7242 -2.7712
O: -2.8547 -0.3484 -2.5553

Atomic forces in eV per Å
C -0.322 0.008 -0.015
N 0.707 -0.204 0.243
C -0.160 -0.168 -0.005
C 0.191 0.618 0.197
S 0.010 -0.022 -0.048
C 0.080 0.007 -0.176
H 0.026 -0.015 0.036
H 0.107 -0.011 -0.062
H -0.381 0.114 -0.107
H -0.028 -0.146 -0.004
H 0.014 -0.007 -0.075
H -0.003 -0.050 -0.179
H -0.160 -0.183 0.040
H -0.051 0.146 0.209
H 0.178 -0.026 -0.057
H -0.151 -0.091 0.008
H -0.258 0.117 0.051
H -0.004 -0.149 -0.089
O 0.206 0.061 0.032

As for the lowest unoccupied orbital energy: 3.391 eV. For the energy, the calculation gives -687.819818 Eh. The value obtained for the relative energy (zero: lowest compared OMol25 entry of this formula, charge and spin) is 0.224 eV. As for the total charge: -1.

=====

No. 2
Here is 8 unconnected molecules or ions with the total composition C23H67Br2O28P7 at a distorted geometry from the Open Molecules 2025 dataset. Energies are from the ωB97M-V functional and the def2-TZVPD basis.

Atoms and positions in Å:
Br: -8.5968 -8.0116 15.1546
C: -9.3260 -6.1320 14.9790
C: -8.3286 -5.3085 14.0269
Br: -6.5071 -4.9956 14.8124
H: -9.3841 -5.6376 15.9487
H: -10.3594 -6.1380 14.6325
H: -8.5263 -4.2783 13.7309
H: -8.1973 -5.8181 13.0724
C: -9.1791 -13.1183 14.2955
O: -8.1493 -12.3197 15.0257
P: -8.1710 -12.1845 16.6622
O: -8.5207 -13.4624 17.3296
O: -6.7086 -11.5085 17.0086
C: -6.0040 -10.7788 15.9479
O: -9.1049 -10.8740 16.9470
C: -9.8127 -10.6921 18.1968
H: -9.8989 -12.4421 13.8342
H: -9.6411 -13.7385 15.0636
H: -8.7295 -13.7126 13.5000
H: -5.3519 -11.4659 15.4087
H: -5.4806 -9.8832 16.2826
H: -6.6849 -10.2950 15.2476
H: -9.8661 -11.5207 18.9030
H: -10.8395 -10.3617 18.0400
H: -9.3865 -9.9350 18.8549
C: -11.6881 0.3430 12.7547
O: -11.8558 -1.1014 12.7626
P: -11.4885 -1.9453 14.0704
O: -10.5714 -3.1017 13.9377
O: -12.9528 -2.3962 14.6639
C: -12.9380 -3.5392 15.4801
O: -11.0753 -0.8847 15.2507
C: -10.4133 -1.2226 16.4905
H: -12.3090 0.7270 11.9453
H: -10.6926 0.2609 12.3186
H: -11.9534 0.9782 13.5999
H: -13.8640 -4.0875 15.6533
H: -12.7087 -3.0950 16.4487
H: -12.2593 -4.3638 15.2623
H: -11.1877 -1.0844 17.2450
H: -9.5846 -0.5158 16.5318
H: -10.0489 -2.2487 16.4397
C: -14.7512 -8.3316 15.4680
O: -14.0950 -8.3208 16.7212
P: -13.6245 -6.9070 17.3186
O: -12.4830 -6.3565 16.5715
O: -13.0622 -7.1124 18.8533
C: -11.7803 -7.7749 19.0980
O: -14.9904 -6.0769 17.4665
C: -16.0768 -6.5486 18.1815
H: -15.7655 -7.9333 15.4424
H: -14.9165 -9.3116 15.0204
H: -14.1844 -7.7402 14.7489
H: -11.3504 -8.0523 18.1356
H: -12.0818 -8.6985 19.5922
H: -11.1944 -7.1320 19.7549
H: -16.3211 -5.8179 18.9526
H: -15.7929 -7.4404 18.7402
H: -16.8559 -6.9451 17.5305
C: -6.7178 -11.4669 11.9272
O: -5.4100 -10.9055 11.6812
P: -5.1652 -9.6237 10.8625
O: -6.1318 -9.3445 9.6627
O: -5.0890 -8.4037 11.9845
C: -6.2863 -7.8726 12.5287
O: -3.6031 -9.8484 10.4344
C: -3.1295 -10.7923 9.5278
H: -7.0540 -11.6274 12.9516
H: -6.7569 -12.4918 11.5584
H: -7.4908 -10.8940 11.4150
H: -7.1893 -8.2027 12.0151
H: -6.3963 -6.8568 12.1491
H: -6.3000 -8.0002 13.6111
H: -3.9612 -11.3909 9.1562
H: -2.3447 -11.4537 9.8948
H: -2.7673 -10.4073 8.5746
C: -8.0704 -4.0536 7.4686
O: -7.2885 -4.2318 8.6728
P: -7.8681 -3.5508 10.0592
O: -7.7025 -2.0923 10.0948
O: -9.4015 -4.1354 10.1649
C: -10.2918 -3.4611 10.9851
O: -6.9292 -4.1989 11.1508
C: -5.5399 -4.1538 11.0285
H: -8.1764 -4.9859 6.9139
H: -7.6856 -3.2382 6.8560
H: -9.1177 -3.7894 7.6157
H: -11.1126 -3.1679 10.3306
H: -9.9622 -2.5941 11.5576
H: -10.6544 -4.2109 11.6882
H: -5.2796 -3.0969 11.0857
H: -5.2397 -4.7152 10.1438
H: -5.0300 -4.6582 11.8493
C: -2.2409 -6.7463 10.7484
O: -1.2176 -6.2602 11.6805
P: -1.6092 -5.3794 12.9998
O: -0.3768 -4.8386 13.7042
O: -2.5724 -4.1708 12.4932
C: -2.1499 -3.0984 11.6308
O: -2.4694 -6.3817 13.8982
C: -3.0884 -5.8392 15.0278
H: -3.1934 -6.3061 11.0435
H: -2.2341 -7.8289 10.8751
H: -1.9657 -6.5286 9.7164
H: -1.1240 -2.7896 11.8316
H: -2.8104 -2.3620 12.0888
H: -2.2365 -3.4439 10.6007
H: -2.3644 -5.2485 15.5890
H: -3.2951 -6.6387 15.7394
H: -4.0241 -5.3928 14.6914
C: -10.1525 -7.9679 9.5384
O: -9.8269 -8.6812 10.6366
P: -10.5110 -10.2272 10.6958
O: -9.7870 -11.3255 10.0441
O: -10.7187 -10.4524 12.3024
C: -11.1851 -9.4205 13.1485
O: -12.0255 -10.0763 10.1235
C: -12.8119 -11.1483 9.7540
H: -10.0918 -8.4565 8.5660
H: -9.3593 -7.2243 9.4608
H: -11.1412 -7.5584 9.7454
H: -11.3752 -9.7109 14.1818
H: -12.1146 -9.2168 12.6168
H: -10.6215 -8.4892 13.0923
H: -12.9144 -11.2299 8.6719
H: -13.8228 -11.0051 10.1355
H: -12.4858 -12.1591 9.9987

Atomic forces in eV per Å
Br -0.875 1.369 0.264
C 1.754 1.299 -0.776
C -0.185 -0.609 0.326
Br -1.049 -0.480 -0.183
H 0.367 -0.501 0.159
H 0.258 -0.386 -0.475
H -1.000 -0.210 0.656
H 0.288 -0.312 0.265
C 0.297 0.655 1.284
O -0.433 0.098 0.751
P 0.695 0.410 -0.809
O 0.346 1.698 -0.241
O -0.858 -0.569 -1.255
C -0.590 0.214 -0.296
O -0.401 -1.224 0.618
C -0.227 0.265 0.774
H 0.092 0.124 0.194
H -0.164 -0.235 -0.403
H 0.397 0.094 0.362
H -0.002 0.136 0.143
H 0.330 -0.577 0.987
H -0.421 -0.579 -0.176
H 0.216 -0.795 -0.787
H 0.081 -0.197 -0.629
H 0.652 0.446 -0.643
C 0.535 -0.294 -2.373
O -0.760 -0.809 2.514
P -1.071 -0.347 2.519
O -0.484 1.135 -0.258
O 0.676 0.117 -2.615
C 0.229 -0.568 2.219
O -0.221 -0.349 -2.279
C -0.328 -0.002 -1.126
H -0.222 -0.355 -0.080
H 0.448 1.931 0.725
H 0.645 -0.863 0.525
H -0.681 0.773 -0.767
H 0.294 -0.754 0.557
H 0.444 0.631 -0.451
H 0.488 -0.035 0.318
H -0.082 -0.171 0.570
H 0.029 0.040 0.222
C -0.435 0.476 -1.558
O -0.298 -0.210 1.018
P 1.739 -0.154 1.554
O -1.063 0.477 -0.666
O -1.654 -0.116 -1.453
C -1.552 -0.415 -0.460
O 2.690 0.452 -1.256
C -0.430 -1.693 1.563
H -0.048 0.438 0.762
H 0.741 -0.402 0.691
H 0.153 -0.021 -0.050
H 0.537 0.426 0.233
H 0.431 -0.002 0.282
H 0.090 -0.118 -0.387
H -0.626 0.107 -0.501
H 0.151 -0.126 0.257
H -0.329 0.868 -0.073
C -1.031 -0.638 -0.617
O -0.824 -1.616 1.351
P -1.218 2.743 -3.673
O 2.902 -0.880 3.961
O 1.080 -1.986 -1.935
C -0.799 0.591 -1.155
O -1.097 1.839 1.652
C -0.842 -1.427 -1.746
H 0.938 0.909 0.511
H 0.353 0.145 -0.578
H 0.144 -0.017 -0.148
H -0.137 -1.262 0.355
H 0.721 0.649 0.860
H -0.041 0.223 -0.347
H -0.089 -0.475 0.326
H -0.183 0.265 0.649
H 0.237 0.966 0.304
C -0.589 0.212 -0.194
O -1.676 0.298 0.965
P 0.506 0.041 -1.711
O -0.846 -0.090 -0.121
O 4.319 0.076 -0.818
C -2.188 0.019 0.816
O -2.308 -1.517 0.430
C 1.217 0.133 0.065
H 0.787 -0.079 0.082
H 0.466 -0.271 0.037
H -0.021 0.171 0.786
H -0.202 0.242 0.229
H 0.566 -0.179 -0.385
H -0.181 0.285 0.175
H 0.575 -0.098 -0.548
H 0.171 0.570 -0.336
H -0.575 0.019 0.368
C 0.516 -0.257 1.124
O -0.722 1.042 0.856
P 3.453 0.981 -0.163
O -2.550 -1.172 -1.519
O 0.214 -2.515 0.781
C 0.135 -0.372 1.392
O 0.538 0.172 -2.064
C -0.245 -0.225 1.315
H -0.137 -0.236 -0.384
H -0.416 0.129 -0.058
H 0.096 0.379 0.210
H 0.097 -0.220 0.063
H -0.004 0.729 -1.451
H -0.434 0.620 -0.026
H -0.323 0.799 -0.266
H -0.307 -0.339 -0.361
H 0.337 0.442 0.561
C -0.062 2.488 -2.037
O -0.891 -5.443 2.454
P 0.053 0.625 1.096
O -0.199 0.688 0.555
O 2.018 -0.775 -1.369
C -1.693 1.145 -1.324
O 2.151 1.702 1.037
C -1.451 -1.668 -1.181
H -0.319 -0.638 0.131
H -0.402 0.597 0.010
H -0.001 0.537 -0.785
H 0.372 -0.447 -0.284
H -0.769 0.722 0.929
H 0.472 -0.377 0.132
H 0.132 0.500 -0.217
H 0.095 0.068 0.227
H 0.507 0.255 0.718

As for the lowest unoccupied orbital energy: 0.182 eV. The SMILES is COP(=O)(OC)OC.COP(=O)(OC)OC.COP(=O)(OC)OC.COP(=O)(OC)OC.COP(=O)(OC)OC.COP(=O)(OC)OC.COP(=O)(OC)OC.BrCCBr. For the energy, the calculation gives -10561.204510 Eh. The value obtained for the relative energy (zero: lowest compared OMol25 entry of this formula, charge and spin) is 5.309 eV. As for the total charge: 0.

=====

No. 3
Here is 2 unconnected molecules or ions with the total composition C4H8S3 at a distorted geometry from the Open Molecules 2025 dataset. Energies are from the ωB97M-V functional and the def2-TZVPD basis.

Atoms and positions in Å:
C: 3.2173 -0.1990 0.3295
C: -0.7022 0.4626 1.3186
C: -1.2225 0.1475 -1.2474
C: -0.2313 0.1234 -0.0900
S: 3.0101 -1.6200 0.9429
S: 4.3765 0.8241 -0.2185
S: 1.2440 1.2166 -0.3738
H: -0.2552 -0.1127 2.0466
H: -0.4719 1.4969 1.5252
H: -1.9052 0.4823 1.2767
H: -2.0758 0.7388 -0.9525
H: -1.6077 -0.7823 -1.5032
H: -0.8229 0.5646 -2.2458
H: 0.2528 -0.7769 -0.1691
H: 5.3803 -0.0913 0.0680

Atomic forces in eV per Å
C -0.433 -0.082 0.376
C -3.814 1.607 -2.341
C 0.621 2.711 -0.980
C 0.855 1.735 -0.979
S 0.000 -0.875 0.303
S 1.396 -0.694 0.158
S -1.741 0.910 -0.504
H 0.543 -1.515 1.593
H 0.110 0.473 0.183
H 2.666 -0.545 0.593
H -0.322 0.507 -0.169
H -0.481 -2.063 -0.103
H -0.355 -0.418 1.727
H 0.923 -2.615 0.552
H 0.031 0.866 -0.407

As for the lowest unoccupied orbital energy (alpha / beta): 0.271 / -2.097 eV. For the energy, the calculation gives -1351.596810 Eh. As for the spin multiplicity: 3. The value obtained for the relative energy (zero: lowest compared OMol25 entry of this formula, charge and spin) is 1.291 eV. As for the total charge: 0.

=====

Which formula does entry 3 have?
C4H8S3